[1]
125
Properties=species:S:1:pos:R:3:lowdin_charge:R:1 method="wB97M-V/def2-TZVPD" homo_lumo_gap_ha=0.2461 total_charge=0 energy_ev=-236553.219 e_homo_ev=-8.31 spin_multiplicity=1
C 4.6890 -1.6817 1.4052 -0.12
C 4.0784 -0.8329 0.1696 -0.25
C 3.0195 -1.7094 -0.7128 -0.58
Br 3.9630 -2.8514 -2.0840 0.71
C 1.8578 -0.8121 -1.3532 -0.08
C 2.1302 0.3557 -2.3884 0.01
B 3.6709 0.7239 -2.8903 -0.59
O 4.4760 -0.1312 -3.7288 0.02
N 4.2487 2.0360 -2.4891 -0.13
C 5.7444 2.0419 -2.4904 -0.10
C 3.7307 2.5215 -1.1720 -0.10
C 0.9503 1.2362 -2.9940 -0.20
P 1.4509 2.5764 -4.2817 0.97
C 0.5065 4.1868 -3.9969 -0.28
O 1.0331 1.8839 -5.8348 -0.36
C -0.5528 1.0052 -2.5544 -0.06
C -1.7537 1.9278 -3.1310 -0.04
C -1.8486 1.7035 -4.7092 -0.38
O -2.3035 2.5661 -5.4971 0.03
O -1.4097 0.4205 -5.1783 0.04
C -0.8169 -0.1626 -1.5342 0.02
C 0.3495 -1.0623 -0.9607 0.04
C -0.1028 -2.2467 0.0508 -0.24
O 0.2986 -3.4308 -0.0253 0.06
C -1.1936 -1.7693 1.1502 0.02
C -1.1056 -2.1781 2.6663 -0.05
C 0.0614 -3.1421 3.1785 -0.07
C -2.2019 -1.6169 3.6566 -0.07
C -2.2671 -1.9525 5.2124 -0.30
C -3.2401 -3.2507 5.4056 -0.04
F -0.9881 -2.1572 5.8411 -0.07
C -3.3255 -0.6737 3.0830 -0.40
Br -4.7473 0.1336 4.2332 0.79
C -3.4149 -0.2908 1.5543 -0.11
C -4.5623 0.6846 1.0243 -0.06
C -4.0705 2.2116 1.2962 -0.36
O -3.4273 2.8832 0.4345 0.04
O -4.3354 2.9003 2.5335 -0.02
C -2.3439 -0.8460 0.5829 0.02
C -2.2998 -0.5054 -0.9962 -0.22
O -3.3224 -0.5532 -1.7226 0.03
H 4.0703 -2.6275 1.5868 0.06
H 4.5539 -1.0200 2.3423 0.09
H 5.7874 -1.9719 1.2590 0.07
H 3.4318 0.0057 0.6373 0.12
H 4.8746 -0.4123 -0.5367 0.10
H 2.5933 -2.4772 0.0398 0.08
H 4.1154 -0.2121 -4.6366 0.11
H 6.2127 1.3302 -1.7103 0.10
H 6.2022 1.8812 -3.5341 0.08
H 6.0856 3.1053 -2.1762 0.10
H 2.6400 2.8576 -1.1772 0.10
H 3.8560 1.7773 -0.3137 0.07
H 4.3741 3.4431 -0.8882 0.10
H -0.4950 4.0955 -4.5724 0.03
H 0.2023 4.3547 -2.8919 0.07
H 1.0216 5.1158 -4.4390 0.06
H 1.6059 1.0756 -5.8668 0.06
H -2.7778 1.6221 -2.6987 0.13
H -1.6243 3.0351 -2.8298 0.13
H -1.1465 0.4867 -6.1247 0.12
H 0.8981 -3.3048 2.3985 0.07
H -0.3827 -4.1893 3.3754 0.11
H 0.6100 -2.7408 4.1132 0.09
H -2.7852 -1.1111 5.8131 0.11
H -2.6691 -4.0644 5.9833 0.06
H -3.5439 -3.6675 4.3879 0.09
H -4.1787 -2.9363 6.0043 0.09
H -5.5669 0.5778 1.5538 0.10
H -4.7517 0.6296 -0.1001 0.10
H -3.6347 2.6782 3.1980 0.09
O 6.5306 0.5444 1.4627 -0.06
H 7.0517 -0.1709 1.0772 0.04
H 6.9691 0.7260 2.3032 0.05
O -1.7226 -6.0452 6.8355 -0.07
H -1.8291 -7.0027 6.8800 0.04
H -1.0402 -5.8559 7.4926 0.01
O 0.9626 -6.6664 7.9161 -0.05
H 1.4842 -7.3849 7.5381 0.05
H 1.3930 -6.4840 8.7609 0.05
O -6.4036 2.0675 6.8915 -0.06
H -6.8149 2.7268 6.3174 0.05
H -5.7384 1.6501 6.3304 -0.03
O -6.2834 -0.0002 -2.0840 -0.06
H -6.6119 -0.1618 -2.9786 0.05
H -5.3302 -0.1435 -2.1545 0.00
O -8.5077 0.6297 0.0057 -0.05
H -8.9210 1.2879 -0.5656 0.06
H -7.8463 0.2092 -0.5613 0.01
O -1.1847 2.2769 2.6159 -0.05
H -1.7666 2.6076 1.9167 0.00
H -0.5415 1.7323 2.1450 0.04
O 4.1472 5.4556 -2.9856 -0.07
H 4.0002 4.5009 -2.9473 -0.01
H 4.4968 5.6054 -3.8725 0.04
O 7.3442 -2.4214 -2.4984 -0.10
H 6.9030 -3.2340 -2.2224 0.00
H 6.7464 -2.0431 -3.1562 0.00
O 3.1618 -3.3200 3.6203 -0.07
H 3.0500 -4.2778 3.6627 0.05
H 3.8404 -3.1344 4.2844 0.02
O -8.9620 -1.3702 2.0350 -0.08
H -8.8457 -0.5585 1.5191 -0.02
H -9.8340 -1.6893 1.7745 0.03
O 8.2412 1.5375 -4.1108 -0.06
H 8.3160 0.8991 -4.8330 0.04
H 9.1323 1.5782 -3.7422 0.05
O -8.5876 3.0686 8.6965 -0.06
H -9.0025 3.7279 8.1272 0.03
H -7.9219 2.6536 8.1301 -0.01
O 5.6880 -3.9028 5.6557 -0.05
H 6.2097 -4.6235 5.2812 0.04
H 6.1121 -3.7235 6.5040 0.04
O -7.6370 -2.6349 -3.2702 -0.06
H -7.1213 -3.3545 -3.6548 0.04
H -7.1997 -2.4586 -2.4265 0.03
O 8.1095 1.6600 -7.2382 -0.07
H 8.1886 2.1527 -8.0641 0.04
H 7.7107 2.2919 -6.6256 0.03
O -3.1805 4.1271 -7.8507 -0.07
H -4.0131 3.6451 -7.9226 0.04
H -2.8907 3.9580 -6.9438 -0.01
O 0.2616 4.1012 -7.2153 -0.07
H -0.1764 3.2883 -6.9321 -0.01
H -0.3406 4.4747 -7.8719 0.04



[2]
32
Properties=species:S:1:pos:R:3:lowdin_charge:R:1 method="wB97M-V/def2-TZVPD" homo_lumo_gap_ha="0.1356 / 0.1356" total_charge=-1 de_lowest_ev=0.0000 energy_ev=-16694.552 e_homo_ev="-0.31 / -0.31" spin_multiplicity=1
C -2.4737 -1.4492 -4.4703 -0.07
Hg 0.1147 -1.2739 -0.7046 0.19
N 0.9876 0.4951 -3.0904 -0.06
H -1.5403 -1.7321 -0.5884 -0.30
H -3.2066 -0.6715 -4.2840 0.00
H -2.9639 -2.4220 -4.3690 0.01
H -1.6579 -1.3716 -3.7025 0.01
H -2.0534 -1.2104 -5.4430 0.00
H 1.9314 0.2541 -2.7839 -0.02
H 1.0086 1.5171 -3.1503 -0.01
H 0.9315 0.1785 -4.0626 -0.01
C -1.5833 1.8543 1.3715 -0.09
N -0.5606 0.9729 1.8949 -0.17
C -1.1597 -0.2806 2.4469 -0.11
C 0.6535 0.8536 1.2193 -0.54
N 0.9821 1.4528 0.1017 0.08
N 1.4947 -0.1634 1.7140 -0.24
C 1.7529 -0.1645 3.1541 -0.11
C 2.5848 -0.6621 0.8575 -0.22
H -2.1802 2.2349 2.2078 0.08
H -2.2707 1.3184 0.6978 0.09
H -1.1253 2.6800 0.8272 0.06
H -0.3951 -1.0517 2.6368 0.07
H -1.6591 -0.0389 3.3973 0.07
H -1.9247 -0.7012 1.7645 0.04
H 0.4163 2.2804 -0.0690 0.01
H 1.8740 -1.2083 3.5113 0.09
H 2.6519 0.4435 3.4082 0.08
H 0.8694 0.2738 3.6485 0.07
H 2.1514 -1.4008 0.1312 -0.11
H 3.0017 0.1593 0.2511 0.06
H 3.3481 -1.1668 1.4765 0.07